DFT (ωB97M-V/def2-TZVPD) results for a molecular structure, C34H28MgN3O7S2.

Geometry as XYZ:
```
75
Properties=species:S:1:pos:R:3:mulliken_charge:R:1
Mg 0.554 -0.268 0.882 1.8253
C 3.300 2.837 -0.596 -0.7570
C 2.156 2.279 -0.014 0.2386
N 2.161 1.149 0.653 -0.0065
C 3.322 0.460 0.765 0.4217
C 4.523 0.921 0.175 1.2440
C 4.478 2.149 -0.511 -0.8955
C 5.703 0.157 0.312 -0.9634
C 5.661 -1.014 1.018 -1.1135
C 4.487 -1.471 1.635 -0.9908
C 3.293 -0.763 1.541 0.6433
N 2.084 -0.990 2.098 0.4694
C 1.705 -1.887 3.022 0.4755
C 2.377 -2.982 3.574 -1.1821
C 1.857 -3.681 4.670 -0.8603
C 0.685 -3.318 5.282 -0.9825
C -0.061 -2.246 4.746 1.0832
C -1.239 -1.749 5.341 -0.6587
C -1.897 -0.697 4.764 -1.1674
C -1.410 -0.175 3.557 -0.0360
N -0.304 -0.594 2.987 0.2907
C 0.401 -1.584 3.579 0.3965
H 3.238 3.783 -1.117 0.4433
H 1.199 2.778 -0.108 -0.0961
H 5.387 2.534 -0.959 0.3909
H 6.618 0.501 -0.156 0.3604
H 6.558 -1.618 1.102 0.3754
H 4.533 -2.408 2.163 0.1594
H 3.311 -3.318 3.160 0.4004
H 2.419 -4.523 5.058 0.3732
H 0.328 -3.829 6.168 0.3418
H -1.590 -2.196 6.264 0.3838
H -2.778 -0.269 5.225 0.4325
H -1.939 0.618 3.048 0.2691
O 1.538 -1.712 -0.441 -0.6899
S 0.284 -2.444 -0.476 1.6659
O 0.403 -3.867 -0.255 -0.8067
O -0.719 -1.825 0.413 -1.0390
C -0.303 -2.293 -2.170 0.1054
C -0.821 -3.427 -2.781 -0.5535
C -1.137 -3.413 -4.129 -0.5924
C -0.944 -2.257 -4.875 -0.5977
C -0.446 -1.118 -4.266 -0.8726
C -0.115 -1.133 -2.919 -0.3014
S 0.534 0.396 -2.220 1.9054
O 1.969 0.352 -2.324 -0.7597
O -0.068 1.445 -3.034 -0.8243
O -0.034 0.422 -0.855 -0.5660
H -0.935 -4.319 -2.180 0.5074
H -1.529 -4.304 -4.604 0.3772
H -1.175 -2.252 -5.933 0.3896
H -0.298 -0.194 -4.810 0.5355
C -4.720 1.946 -3.975 -1.6194
C -3.930 2.142 -2.711 0.7730
C -4.040 1.263 -1.644 -1.2768
C -3.254 1.389 -0.510 1.3031
C -3.459 0.422 0.617 -1.1736
C -2.309 2.435 -0.448 1.3516
C -1.316 2.526 0.623 -1.2457
O -0.912 1.650 1.371 -0.5044
C -2.238 3.372 -1.497 1.0315
C -1.250 4.510 -1.513 -1.8842
C -3.054 3.212 -2.602 -0.8733
H -5.445 1.140 -3.870 0.3607
H -4.037 1.692 -4.788 0.3014
H -5.243 2.864 -4.249 0.3852
H -4.748 0.442 -1.702 0.2804
H -4.383 -0.137 0.474 0.5031
H -3.501 0.937 1.577 0.2705
H -2.629 -0.279 0.651 0.0564
H -0.902 3.542 0.764 0.3412
H -0.254 4.119 -1.736 0.2605
H -1.215 5.051 -0.568 0.3805
H -1.516 5.212 -2.302 0.4633
H -2.967 3.907 -3.430 0.3236
```

Results
Multiplicity: 1
Energy relative to the best compared isomer or geometry (same formula, charge and spin) in kcal/mol: 22.8
HOMO in Eh: -0.139
Largest force on an atom in eV Å⁻¹: 2.34
Total charge: -1
Frontier orbital gap in eV: 6.05

DFT (ωB97M-V/def2-TZVPD) results for a molecular structure, C34H28N2PRh.

Geometry as XYZ:
```
66
Properties=species:S:1:pos:R:3:mulliken_charge:R:1
Rh 0.056 1.126 -1.152 -0.4893
C -4.243 2.023 -0.455 -1.1675
C -4.179 2.778 0.703 -0.6804
C -2.938 3.091 1.239 -0.4961
C -1.798 2.631 0.606 1.4707
N -1.864 1.877 -0.503 0.1546
C -3.059 1.588 -1.022 -0.0742
C -0.426 2.956 1.048 -0.2634
C -0.135 3.843 2.072 -0.6595
C 1.184 4.156 2.350 -0.7029
C 2.189 3.607 1.573 -0.9880
C 1.843 2.729 0.568 -0.5026
N 0.567 2.384 0.335 0.4218
H -5.187 1.771 -0.916 0.4790
H -5.082 3.132 1.182 0.4804
H -2.878 3.687 2.137 0.4037
H -3.059 0.994 -1.927 0.6059
H -0.931 4.307 2.634 0.4372
H 1.420 4.849 3.147 0.4817
H 3.229 3.856 1.729 0.4913
H 2.581 2.304 -0.095 0.6897
C -2.858 -0.170 3.513 -0.7174
C -1.591 0.401 3.551 -0.7622
C -0.712 0.202 2.502 -0.6194
C -1.096 -0.562 1.395 0.5503
C -2.358 -1.153 1.372 -0.2999
C -3.235 -0.952 2.431 -0.7719
P 0.124 -0.748 0.078 3.4809
C 1.568 -1.302 0.982 0.1175
C 2.776 -0.620 1.042 0.1145
C 3.817 -1.112 1.818 -1.0485
C 3.650 -2.292 2.527 -0.5881
C 2.442 -2.978 2.472 -0.8001
C 1.398 -2.485 1.710 -0.5781
C -0.359 -1.982 -1.124 0.6869
C -1.583 -1.855 -1.791 -0.4979
C -1.907 -2.726 -2.816 -1.0238
C -1.005 -3.714 -3.196 -0.6265
C 0.221 -3.826 -2.556 -0.8632
C 0.552 -2.958 -1.526 -0.7616
H -3.541 -0.028 4.341 0.4626
H -1.282 0.980 4.412 0.4957
H 0.290 0.614 2.561 0.4347
H -2.655 -1.797 0.558 0.5208
H -4.207 -1.427 2.417 0.5209
H 2.907 0.295 0.490 0.2280
H 4.757 -0.578 1.865 0.4922
H 4.462 -2.680 3.128 0.4361
H 2.312 -3.896 3.029 0.4559
H 0.453 -3.016 1.686 0.4699
H -2.284 -1.081 -1.505 0.2538
H -2.860 -2.640 -3.321 0.4803
H -1.260 -4.396 -3.996 0.4352
H 0.924 -4.590 -2.859 0.4739
H 1.515 -3.044 -1.038 0.4687
C 2.479 -0.658 -4.555 -0.6321
C 3.325 -0.545 -3.453 -0.6983
C 2.900 0.043 -2.270 0.0311
C 1.612 0.551 -2.206 0.9805
C 0.782 0.468 -3.320 -0.8922
C 1.191 -0.156 -4.498 -0.8141
H 2.835 -1.131 -5.461 0.4515
H 4.333 -0.937 -3.513 0.4508
H 3.581 0.082 -1.432 0.4488
H -0.231 0.918 -3.341 0.4827
H 0.531 -0.209 -5.353 0.4789
```

Results
Multiplicity: 1
Energy relative to the best compared isomer or geometry (same formula, charge and spin) in kcal/mol: 0.0
HOMO in Eh: -0.529
Largest force on an atom in eV Å⁻¹: 0.64
Total charge: +2
Frontier orbital gap in eV: 7.21

DFT (ωB97M-V/def2-TZVPD) results for a molecular structure, C34H28N5SSnTe.

Geometry as XYZ:
```
70
Properties=species:S:1:pos:R:3:mulliken_charge:R:1
Sn -0.803 0.067 -0.116 0.4593
C 1.279 -1.066 3.958 -0.4648
C 1.043 -0.972 2.507 -0.9087
N 0.309 0.157 2.037 0.2521
C 0.044 1.149 2.803 0.3775
C 0.386 1.162 4.229 1.1241
C 0.998 -0.039 4.763 -1.1800
C 0.068 2.245 4.965 -0.7029
C -0.649 3.353 4.383 -0.9066
C -1.000 3.408 3.082 -0.8042
C -0.666 2.321 2.192 0.4964
N -0.960 2.211 0.941 0.1269
C -1.474 3.272 0.163 -0.5905
C -1.094 4.581 0.291 -0.2990
C -1.676 5.589 -0.509 -1.0289
C -2.634 5.284 -1.429 -0.8573
C -2.997 3.931 -1.643 1.3070
C -3.939 3.525 -2.618 -0.6344
C -4.183 2.200 -2.819 -0.8563
C -3.452 1.261 -2.062 -0.2877
N -2.598 1.606 -1.134 -0.1271
C -2.379 2.923 -0.885 0.4135
H 1.732 -1.976 4.330 0.6196
H 0.692 -1.876 2.015 0.4831
H 1.219 -0.078 5.822 0.4060
H 0.321 2.265 6.017 0.4538
H -0.950 4.167 5.031 0.4014
H -1.585 4.237 2.715 0.6715
H -0.316 4.848 0.993 0.7574
H -1.358 6.614 -0.373 0.4183
H -3.105 6.059 -2.021 0.4340
H -4.448 4.280 -3.207 0.4488
H -4.892 1.860 -3.560 0.4107
H -3.562 0.197 -2.248 0.4499
Te 3.049 -0.694 1.541 0.4342
C 3.709 -2.633 1.984 0.2434
C 2.898 -3.744 1.781 0.1943
C 3.371 -5.010 2.104 -0.7547
C 4.657 -5.171 2.602 -0.4365
C 5.476 -4.064 2.771 -0.5575
C 5.003 -2.792 2.474 -0.5664
H 1.909 -3.642 1.349 0.0980
H 2.736 -5.873 1.950 0.4096
H 5.020 -6.158 2.858 0.3877
H 6.484 -4.184 3.146 0.3839
H 5.642 -1.932 2.631 0.3850
S 0.973 1.128 -1.472 -0.3235
C 0.051 1.000 -2.998 0.1026
C -0.407 2.165 -3.614 -0.5041
C -1.134 2.096 -4.793 -0.6302
C -1.425 0.863 -5.366 -0.5812
C -0.964 -0.298 -4.761 -0.6117
C -0.220 -0.235 -3.587 0.2359
H -0.178 3.125 -3.165 0.4416
H -1.476 3.008 -5.266 0.4311
H -1.992 0.810 -6.286 0.4152
H -1.169 -1.261 -5.212 0.4522
H 0.165 -1.140 -3.131 0.3602
C -1.777 -3.727 -0.793 -1.3623
C -0.340 -3.535 -1.145 0.3362
N 0.428 -2.527 -0.794 0.4897
C 1.675 -2.785 -1.337 -0.5147
C 1.652 -3.956 -2.021 -0.8306
N 0.362 -4.427 -1.889 0.0073
H -2.129 -2.869 -0.227 0.1407
H -1.919 -4.623 -0.186 0.3727
H -2.394 -3.827 -1.688 0.3853
H 2.492 -2.095 -1.213 0.4330
H 2.408 -4.485 -2.573 0.4708
H -0.005 -5.273 -2.290 0.1996
```

Results
Multiplicity: 1
Energy relative to the best compared isomer or geometry (same formula, charge and spin) in kcal/mol: 49.6
HOMO in Eh: -0.371
Largest force on an atom in eV Å⁻¹: 0.51
Total charge: +1
Frontier orbital gap in eV: 5.59

DFT (ωB97M-V/def2-TZVPD) results for a molecular structure, C34H28N7O2Pb.

Geometry as XYZ:
```
72
Properties=species:S:1:pos:R:3:mulliken_charge:R:1
Pb -1.028 0.806 -0.618 1.3681
C 3.417 2.075 -5.231 -1.6055
C 2.973 1.791 -3.819 0.2058
C 3.165 0.549 -3.225 -1.0630
C 2.701 0.302 -1.955 0.1602
C 2.002 1.255 -1.181 0.3892
N 1.451 0.891 0.016 -0.0607
C 2.129 0.182 0.933 0.6323
C 3.554 0.170 0.962 -0.3901
C 4.294 -0.466 1.927 -1.1667
C 3.670 -1.145 2.973 0.1642
C 4.461 -1.788 4.083 -1.6837
C 2.289 -1.130 2.990 -0.2317
C 1.506 -0.513 2.012 0.1123
N 0.090 -0.592 2.206 0.6221
C -0.530 -1.459 3.039 -0.0226
C -1.850 -1.086 3.146 -1.2118
C -1.969 0.024 2.313 -0.2484
N -0.802 0.305 1.737 -0.6961
C 1.824 2.539 -1.793 0.8187
C 2.304 2.753 -3.086 -0.5960
N 1.199 3.670 -1.166 0.6314
C 1.118 4.922 -1.694 -0.0219
C 0.393 5.697 -0.824 -0.9967
C 0.062 4.827 0.225 -0.2080
N 0.554 3.620 0.014 -0.9027
H 4.187 1.370 -5.546 0.3899
H 3.819 3.086 -5.320 0.3605
H 2.578 1.986 -5.925 0.2690
H 3.669 -0.239 -3.776 0.3163
H 2.820 -0.684 -1.525 0.4945
H 4.070 0.728 0.193 0.3949
H 5.379 -0.429 1.885 0.3452
H 5.444 -2.099 3.726 0.3815
H 3.946 -2.664 4.481 0.3585
H 4.617 -1.090 4.911 0.3019
H 1.802 -1.618 3.824 0.3803
H -0.034 -2.306 3.475 0.3459
H -2.616 -1.567 3.728 0.4048
H -2.835 0.620 2.073 0.5134
H 2.153 3.718 -3.552 0.1673
H 1.569 5.192 -2.630 0.3623
H 0.125 6.732 -0.945 0.4066
H -0.522 5.020 1.109 0.4380
O -2.983 2.071 -0.007 -0.5795
C -4.227 1.873 -0.269 0.3505
C -5.099 3.000 -0.339 -0.7365
C -6.439 2.887 -0.607 -0.3786
C -7.018 1.627 -0.804 -0.6838
C -6.213 0.515 -0.723 -0.6914
C -4.831 0.587 -0.482 0.8792
C -4.124 -0.672 -0.433 -0.6971
N -2.855 -0.855 -0.404 0.3139
N -2.456 -2.166 -0.234 -0.6143
C -1.166 -2.335 -0.398 0.1569
O -0.315 -1.477 -0.814 -0.6949
C -0.643 -3.686 -0.023 0.4017
C -1.410 -4.841 -0.129 -0.4350
C -0.873 -6.067 0.233 -0.5825
C 0.422 -6.147 0.727 -0.4083
C 1.191 -4.995 0.838 -0.6594
C 0.664 -3.773 0.453 -0.1689
H -4.644 3.970 -0.177 0.3746
H -7.056 3.777 -0.657 0.3499
H -8.076 1.535 -1.016 0.3669
H -6.652 -0.468 -0.866 0.3188
H -4.750 -1.568 -0.422 0.2521
H -2.423 -4.758 -0.499 0.4501
H -1.465 -6.969 0.131 0.3651
H 0.835 -7.106 1.017 0.3666
H 2.203 -5.048 1.220 0.4279
H 1.253 -2.867 0.510 0.3264
```

Results
Multiplicity: 1
Energy relative to the best compared isomer or geometry (same formula, charge and spin) in kcal/mol: 3.5
HOMO in Eh: -0.139
Largest force on an atom in eV Å⁻¹: 0.88
Total charge: -1
Frontier orbital gap in eV: 6.54

DFT (ωB97M-V/def2-TZVPD) results for a molecular structure, C34H28NPSTl.

Geometry as XYZ:
```
66
Properties=species:S:1:pos:R:3:mulliken_charge:R:1
Tl -1.197 -0.048 -1.339 1.6055
C 4.340 0.801 1.371 -1.6918
C 4.397 -0.086 0.154 1.0607
C 5.617 -0.652 -0.206 -0.8266
C 5.753 -1.445 -1.336 -0.6807
C 4.656 -1.691 -2.147 -0.7738
C 3.429 -1.154 -1.798 -0.6602
C 3.285 -0.358 -0.659 0.6803
P 1.599 0.240 -0.349 0.6899
C 1.272 0.059 1.441 1.2208
C 1.069 1.196 2.228 -0.1424
C 0.774 1.089 3.575 -0.8947
C 0.668 -0.169 4.152 -0.7579
C 0.877 -1.297 3.380 -0.6755
C 1.181 -1.213 2.021 0.2352
C 1.409 -2.500 1.268 -1.6133
C 1.626 2.000 -0.751 0.6602
C 2.772 2.615 -1.264 -1.3041
C 2.707 3.870 -1.843 -0.8480
C 1.482 4.515 -1.965 -0.7926
C 0.336 3.902 -1.499 -0.6751
C 0.387 2.651 -0.878 0.9980
C -0.866 2.030 -0.430 -1.0678
H 5.314 1.257 1.546 0.5342
H 4.072 0.229 2.262 0.3105
H 3.607 1.598 1.260 0.2189
H 6.484 -0.456 0.415 0.4805
H 6.721 -1.859 -1.588 0.4110
H 4.755 -2.295 -3.039 0.4383
H 2.562 -1.349 -2.419 0.3351
H 1.169 2.180 1.785 0.3934
H 0.635 1.981 4.171 0.4615
H 0.430 -0.268 5.203 0.4223
H 0.802 -2.279 3.835 0.4878
H 2.033 -3.171 1.858 0.5022
H 1.903 -2.352 0.310 0.1124
H 0.459 -3.005 1.084 0.3406
H 3.724 2.105 -1.208 0.3413
H 3.611 4.338 -2.212 0.4621
H 1.425 5.488 -2.435 0.4087
H -0.624 4.393 -1.608 0.4595
H -1.751 2.639 -0.546 0.2287
H -0.839 1.491 0.517 0.2748
S -5.684 -1.704 -0.529 -0.2839
C -5.955 -0.008 -0.289 0.7065
C -7.165 0.663 -0.136 -0.6991
C -7.127 2.031 0.031 -0.4529
C -5.906 2.718 0.059 -0.7830
C -4.710 2.049 -0.086 -0.1269
C -4.730 0.666 -0.270 -0.3175
N -3.628 -0.169 -0.442 -0.3649
C -3.983 -1.405 -0.589 0.6943
C -2.994 -2.473 -0.821 0.8785
C -3.332 -3.810 -0.632 -0.9360
C -2.385 -4.807 -0.818 -0.7247
C -1.096 -4.478 -1.206 -0.6006
C -0.753 -3.147 -1.420 -0.5763
C -1.694 -2.152 -1.223 0.0866
H -8.105 0.128 -0.154 0.4076
H -8.051 2.581 0.144 0.3939
H -5.904 3.791 0.193 0.4153
H -3.769 2.579 -0.052 0.3512
H -4.337 -4.074 -0.326 0.3552
H -2.658 -5.842 -0.660 0.4095
H -0.353 -5.253 -1.345 0.4378
H 0.252 -2.903 -1.742 0.3595
```

Results
Multiplicity: 1
Energy relative to the best compared isomer or geometry (same formula, charge and spin) in kcal/mol: 21.9
HOMO in Eh: -0.403
Largest force on an atom in eV Å⁻¹: 1.52
Total charge: +1
Frontier orbital gap in eV: 7.16

DFT (ωB97M-V/def2-TZVPD) results for a molecular structure, C34H29AlCl4IN7O3S2.

Geometry as XYZ:
```
81
Properties=species:S:1:pos:R:3:lowdin_spin:R:1
Al -2.202 -0.528 -1.164 0.0205
Cl -2.419 -6.491 1.899 0.0076
C -2.782 -5.070 0.968 0.0529
C -3.986 -5.013 0.298 0.0082
C -4.302 -3.885 -0.458 0.0559
I -6.085 -3.769 -1.528 0.0103
C -3.416 -2.825 -0.524 0.0234
O -3.620 -1.696 -1.223 -0.0031
C -2.190 -2.906 0.142 0.0535
N -1.358 -1.795 -0.052 0.1649
C -0.098 -1.875 0.525 0.2101
C 0.283 -2.930 1.308 0.0392
C -0.561 -4.020 1.548 0.2918
C -1.835 -4.025 0.913 0.0274
H -4.674 -5.844 0.362 -0.0005
H 0.588 -1.070 0.307 0.0136
H 1.274 -2.913 1.740 -0.0043
H -0.253 -4.848 2.166 0.0182
Cl 6.500 3.817 5.269 0.0000
C 5.527 3.257 3.952 0.0000
C 4.813 2.078 4.077 0.0000
C 4.053 1.645 3.005 0.0000
C 3.984 2.356 1.810 0.0000
C 3.138 1.792 0.686 0.0000
C 1.892 2.642 0.447 0.0000
N 0.980 1.987 -0.484 -0.0001
C 1.131 1.876 -1.850 0.0001
C 0.099 1.113 -2.283 0.0001
N -0.680 0.752 -1.199 -0.0001
C -0.111 1.299 -0.139 0.0004
O 3.823 1.691 -0.547 0.0000
C 4.465 0.433 -0.761 0.0000
C 5.461 0.111 0.309 0.0000
C 5.330 -0.887 1.227 0.0001
Cl 4.030 -2.008 1.346 0.0005
S 6.593 -0.911 2.383 0.0000
C 7.342 0.436 1.634 0.0000
C 6.642 0.875 0.558 0.0000
C 4.709 3.542 1.727 0.0000
Cl 4.714 4.513 0.283 0.0000
C 5.480 3.997 2.784 0.0000
H 4.862 1.505 4.993 0.0000
H 3.510 0.709 3.088 0.0001
H 2.804 0.794 1.004 0.0000
H 2.167 3.615 0.048 0.0000
H 1.358 2.785 1.386 0.0000
H 1.950 2.344 -2.364 0.0000
H -0.149 0.802 -3.281 0.0000
H -0.474 1.229 0.872 0.0005
H 4.956 0.530 -1.728 0.0000
H 3.715 -0.361 -0.831 0.0001
H 8.267 0.825 2.029 0.0000
H 6.939 1.719 -0.049 0.0000
H 6.040 4.917 2.692 0.0000
O -2.020 -0.615 -3.009 0.0026
N -2.554 -1.673 -3.639 0.0002
C -2.116 -2.905 -3.348 0.0006
C -2.688 -3.997 -3.960 0.0001
C -3.705 -3.805 -4.882 0.0001
C -4.119 -2.515 -5.175 0.0000
C -3.528 -1.452 -4.530 -0.0001
H -1.332 -2.960 -2.606 0.0006
H -2.337 -4.985 -3.697 0.0000
H -4.171 -4.652 -5.365 0.0000
H -4.907 -2.322 -5.888 0.0000
H -3.795 -0.416 -4.669 0.0000
C -3.258 3.607 2.861 0.0000
C -3.539 4.003 1.411 0.0000
C -3.825 2.808 0.555 0.0000
N -2.944 1.948 0.208 0.0003
N -3.457 0.911 -0.542 0.0026
C -4.766 1.006 -0.733 0.0008
N -5.503 0.129 -1.424 0.0002
S -5.426 2.430 -0.018 0.0003
H -3.037 4.490 3.458 0.0000
H -2.406 2.931 2.915 0.0000
H -4.118 3.103 3.304 0.0000
H -2.682 4.525 0.983 0.0000
H -4.386 4.690 1.364 0.0000
H -5.099 -0.811 -1.510 0.0000
H -6.505 0.212 -1.388 0.0000
```

Results
Multiplicity: 2
Energy relative to the best compared isomer or geometry (same formula, charge and spin) in kcal/mol: 0.0
HOMO (spin up / spin down) in Eh: -0.278 / -0.356
Largest force on an atom in eV Å⁻¹: 0.15
Total charge: +1
Frontier orbital gap (spin up / spin down) in eV: 4.75 / 6.87

Q: What is the formula in the sixth record?
A: C34H29AlCl4IN7O3S2